Computed, not measured: a cluster of 23 separate species, C71H157F6N8O35S8 in total at a distorted geometry, with ωB97M-V/def2-TZVPD.

Results
**Kohn-Sham gap**: 8.34 eV
**Multiplicity**: 1
**HOMO**: -7.0 eV
**Strongest force on any atom**: 0.098 Eh/bohr
**Total charge**: -1

Geometry as XYZ:
```
285
C71H157F6N8O35S8, DFT ωB97M-V/def2-TZVPD
C -0.074 -3.045 -1.004
F 0.739 -3.236 0.048
F 0.734 -2.807 -2.019
F -0.910 -4.102 -1.216
S -1.103 -1.355 -0.720
O -1.580 -0.938 -2.024
O -2.191 -1.684 0.226
N 0.127 -0.441 0.079
S -0.078 0.993 -0.458
O 0.811 1.132 -1.613
O -1.468 1.481 -0.534
C 0.670 2.220 0.942
F 1.880 1.834 1.362
F 0.726 3.396 0.395
F -0.165 2.271 1.999
C -1.871 -3.730 2.636
S -1.358 -4.428 4.223
O -2.588 -4.494 5.090
C -1.131 -6.158 3.684
H -1.068 -3.563 1.919
H -2.323 -2.755 2.819
H -2.570 -4.395 2.130
H -2.011 -6.533 3.161
H -0.944 -6.735 4.590
H -0.334 -6.356 2.967
C 4.481 3.158 -5.830
S 3.333 1.728 -6.131
O 4.292 0.512 -6.335
C 2.849 1.498 -4.301
H 5.298 2.901 -5.156
H 3.877 3.913 -5.326
H 4.798 3.578 -6.785
H 3.659 1.584 -3.577
H 2.421 0.506 -4.154
H 2.114 2.263 -4.052
C -5.471 -4.484 -4.583
S -3.818 -3.908 -5.209
O -4.082 -2.703 -6.102
C -3.158 -3.118 -3.720
H -5.372 -5.250 -3.814
H -5.952 -4.935 -5.450
H -6.112 -3.675 -4.231
H -3.820 -2.276 -3.520
H -2.129 -2.786 -3.860
H -3.203 -3.748 -2.832
C 0.671 5.508 -2.610
S 0.179 5.772 -4.332
O -1.327 5.995 -4.394
C 0.912 7.428 -4.217
H 1.744 5.558 -2.427
H 0.415 4.500 -2.283
H 0.152 6.188 -1.934
H 0.493 8.059 -3.433
H 0.761 7.974 -5.148
H 1.992 7.353 -4.095
C -1.245 8.278 -0.382
S 0.277 7.878 0.538
O 0.659 6.433 0.509
C 1.415 8.942 -0.545
H -1.165 9.312 -0.716
H -2.071 8.222 0.328
H -1.345 7.504 -1.143
H 1.042 9.933 -0.806
H 1.552 8.502 -1.533
H 2.416 9.049 -0.127
C -0.768 -0.066 -4.999
S -0.598 1.376 -6.105
O -1.659 1.167 -7.220
C -1.305 2.673 -5.039
H -0.389 0.166 -4.004
H -0.498 -1.083 -5.285
H -1.819 -0.122 -4.716
H -1.630 3.575 -5.556
H -0.578 2.999 -4.295
H -2.150 2.240 -4.504
C 4.393 -4.540 -6.096
O 4.813 -4.184 -7.170
N 3.983 -3.702 -5.112
C 3.940 -2.281 -5.193
C 3.351 -4.159 -3.850
H 4.376 -5.613 -5.853
H 2.979 -1.892 -4.856
H 4.249 -1.893 -6.164
H 4.675 -1.870 -4.500
H 2.289 -3.945 -3.964
H 3.477 -5.213 -3.603
H 3.755 -3.611 -2.998
C 0.957 -2.078 5.200
O 0.647 -1.345 6.105
N 1.366 -1.555 4.000
C 2.177 -2.417 3.033
C 1.247 -0.100 3.649
H 1.089 -3.170 5.232
H 1.929 -2.101 2.019
H 2.039 -3.497 3.064
H 3.242 -2.292 3.228
H 2.228 0.374 3.655
H 0.837 -0.121 2.639
H 0.627 0.337 4.431
C 3.730 -8.052 0.343
O 3.267 -8.009 1.495
N 4.206 -7.007 -0.418
C 4.595 -7.173 -1.798
C 3.998 -5.686 0.092
H 3.706 -9.043 -0.138
H 3.737 -6.888 -2.408
H 5.012 -8.129 -2.114
H 5.410 -6.488 -2.031
H 4.955 -5.228 -0.156
H 3.197 -5.180 -0.448
H 3.821 -5.519 1.155
C -3.706 3.572 1.160
O -3.016 3.805 2.118
N -3.628 4.026 -0.125
C -2.534 4.968 -0.529
C -4.564 3.658 -1.202
H -4.617 2.961 1.255
H -1.958 4.457 -1.301
H -1.870 5.210 0.301
H -2.758 5.912 -1.026
H -5.164 4.462 -1.628
H -4.002 3.186 -2.008
H -5.325 2.966 -0.842
C -3.789 1.341 4.598
O -4.406 1.413 5.647
N -2.905 0.340 4.368
C -2.199 0.228 3.085
C -2.777 -0.775 5.319
H -3.848 2.129 3.830
H -2.324 1.020 2.347
H -2.539 -0.739 2.713
H -1.126 0.167 3.266
H -1.733 -0.959 5.573
H -3.324 -0.662 6.256
H -3.015 -1.750 4.895
C -0.640 -8.945 0.527
O -1.260 -9.986 0.288
N -0.341 -7.954 -0.449
C 0.571 -6.845 -0.095
C -0.817 -7.989 -1.816
H -0.256 -8.817 1.551
H 0.941 -7.011 0.917
H -0.018 -5.928 -0.141
H 1.395 -6.950 -0.799
H -1.149 -6.986 -2.083
H -0.071 -8.375 -2.511
H -1.705 -8.619 -1.771
C -3.270 7.482 3.181
O -3.395 8.579 2.673
N -3.521 7.356 4.498
C -3.605 6.005 5.058
C -3.934 8.463 5.434
H -3.044 6.538 2.662
H -3.082 5.319 4.390
H -4.600 5.599 5.241
H -3.030 6.088 5.980
H -4.720 8.199 6.142
H -3.122 8.677 6.130
H -4.125 9.434 4.979
O 1.062 4.893 7.675
C -0.041 5.346 7.293
O -0.762 4.777 6.320
C -0.460 3.517 5.703
C -0.669 2.386 6.735
C -0.543 6.765 7.669
H 0.558 3.492 5.316
H -1.122 3.409 4.843
H -1.661 2.651 7.101
H 0.063 2.393 7.543
H -0.703 1.398 6.276
H -1.432 7.095 7.132
H 0.204 7.542 7.501
H -0.836 6.870 8.713
O -3.184 -5.849 -0.469
C -4.263 -6.346 -0.161
O -5.426 -5.721 -0.149
C -5.408 -4.353 -0.447
C -6.866 -3.992 -0.780
C -4.423 -7.771 0.295
H -4.772 -4.093 -1.293
H -5.086 -3.763 0.411
H -7.588 -4.088 0.032
H -7.265 -4.496 -1.660
H -6.863 -2.929 -1.023
H -3.560 -8.159 0.836
H -4.474 -8.321 -0.644
H -5.325 -7.900 0.893
O 5.568 -3.241 -1.194
C 5.223 -2.106 -0.886
O 5.954 -1.043 -0.890
C 7.263 -1.008 -1.437
C 7.561 0.446 -1.820
C 3.807 -1.819 -0.438
H 7.361 -1.655 -2.309
H 8.020 -1.413 -0.765
H 6.971 0.786 -2.672
H 8.612 0.689 -1.972
H 7.395 1.095 -0.960
H 3.294 -0.990 -0.925
H 3.863 -1.670 0.640
H 3.115 -2.637 -0.642
O -8.591 -2.794 2.861
C -8.107 -2.607 3.969
O -6.851 -2.540 4.332
C -5.791 -2.753 3.424
C -5.491 -1.589 2.488
C -9.142 -2.578 5.143
H -5.880 -3.622 2.772
H -4.923 -2.897 4.067
H -5.001 -0.838 3.108
H -6.411 -1.194 2.058
H -4.791 -1.920 1.722
H -10.178 -2.827 4.914
H -9.101 -1.512 5.370
H -8.819 -3.138 6.021
O 4.839 4.133 -2.472
C 5.503 3.473 -1.639
O 6.795 3.580 -1.415
C 7.503 4.558 -2.116
C 8.636 4.050 -2.980
C 4.764 2.370 -0.891
H 7.987 5.175 -1.360
H 6.936 5.175 -2.814
H 8.362 3.674 -3.965
H 9.176 3.279 -2.430
H 9.350 4.829 -3.248
H 5.020 2.462 0.165
H 5.057 1.433 -1.363
H 3.689 2.304 -1.062
O 6.645 0.630 4.486
C 5.550 0.775 4.023
O 4.427 1.358 4.631
C 4.462 1.676 6.027
C 3.173 2.446 6.327
C 5.241 0.297 2.636
H 5.352 2.299 6.119
H 4.577 0.827 6.701
H 3.253 2.902 7.314
H 2.314 1.775 6.346
H 2.972 3.278 5.652
H 5.681 0.974 1.904
H 4.152 0.304 2.580
H 5.624 -0.718 2.538
O 4.779 6.320 3.907
C 4.995 5.313 3.198
O 4.133 4.751 2.292
C 2.794 5.228 2.151
C 1.780 4.664 3.147
C 6.289 4.541 3.357
H 2.521 4.935 1.137
H 2.854 6.312 2.241
H 0.739 4.935 2.968
H 1.989 5.109 4.120
H 1.744 3.584 3.288
H 6.366 3.824 2.539
H 6.117 4.044 4.311
H 7.158 5.192 3.264
O -1.360 -7.708 -4.873
C -1.088 -7.294 -6.003
O -0.509 -6.121 -6.288
C -0.276 -5.187 -5.321
C 0.332 -3.928 -6.050
C -1.092 -8.226 -7.271
H 0.368 -5.699 -4.606
H -1.189 -4.958 -4.771
H -0.472 -3.395 -6.558
H 1.102 -4.144 -6.790
H 0.684 -3.221 -5.299
H -0.222 -7.957 -7.871
H -1.980 -8.021 -7.869
H -1.095 -9.276 -6.979
O -6.577 0.647 -2.265
C -5.349 0.454 -2.303
O -4.556 0.639 -3.337
C -5.141 1.167 -4.588
C -5.278 2.707 -4.661
C -4.546 0.070 -1.029
H -6.051 0.628 -4.852
H -4.467 0.751 -5.337
H -4.362 3.228 -4.383
H -6.007 2.949 -3.887
H -5.629 3.046 -5.635
H -3.817 0.806 -0.690
H -3.984 -0.835 -1.259
H -5.258 -0.208 -0.253
```

Computed, not measured: a structure of composition C20H25B2F23O10Sn at a distorted geometry, with ωB97M-V/def2-TZVPD.

Results
**Kohn-Sham gap**: 2.51 eV
**Multiplicity**: 1
**HOMO**: -10.3 eV
**Strongest force on any atom**: 0.122 Eh/bohr

Geometry as XYZ:
```
81
C20H25B2F23O10Sn, DFT ωB97M-V/def2-TZVPD
Sn -5.157 -4.199 -0.896
B -0.401 -1.932 -0.908
F -1.454 -1.416 -0.125
F 0.793 -2.338 -0.263
F -0.905 -3.079 -1.523
F -0.026 -1.078 -1.925
B -3.522 -1.551 -5.398
F -4.003 -0.800 -4.380
F -4.471 -1.406 -6.375
F -2.227 -1.246 -5.863
F -3.568 -2.878 -5.011
C 2.334 -9.053 1.334
C 1.933 -7.601 1.658
O 3.145 -6.903 1.783
C 3.782 -6.343 0.736
O 3.359 -6.311 -0.377
C 5.185 -5.784 1.241
F 6.147 -6.048 0.343
F 5.093 -4.414 1.404
F 5.582 -6.273 2.424
H 2.987 -9.106 0.463
H 1.464 -9.656 1.073
H 2.836 -9.463 2.210
H 1.277 -7.574 2.528
H 1.217 -7.184 0.950
C 2.513 3.702 0.295
C 3.405 4.966 0.173
O 2.745 5.999 -0.545
C 3.407 6.899 -1.361
O 4.589 7.075 -1.394
C 2.409 7.834 -2.131
F 2.847 9.078 -1.930
F 2.525 7.686 -3.443
F 1.117 7.710 -1.712
H 2.246 3.317 -0.689
H 1.528 3.850 0.737
H 3.005 3.080 1.043
H 4.395 4.737 -0.220
H 3.439 5.240 1.228
C 1.574 4.191 -5.752
C 2.251 2.874 -5.698
O 3.588 3.060 -5.261
C 4.280 2.034 -4.829
O 3.837 0.856 -4.774
C 5.665 2.469 -4.309
F 5.818 3.798 -4.408
F 5.941 2.003 -3.036
F 6.572 1.994 -5.175
H 0.561 4.166 -6.153
H 2.179 4.908 -6.306
H 1.376 4.572 -4.750
H 2.246 2.535 -6.734
H 1.644 2.297 -5.000
C -4.404 4.301 3.295
C -4.446 3.355 2.123
O -5.751 3.375 1.549
C -6.379 2.323 0.841
O -5.939 1.138 0.899
C -7.685 2.733 0.140
F -7.708 2.181 -1.066
F -8.660 2.259 0.934
F -7.844 4.076 0.060
H -5.127 4.136 4.094
H -4.482 5.238 2.744
H -3.468 4.225 3.847
H -4.010 2.407 2.439
H -3.798 3.694 1.314
C 0.193 -3.276 4.864
C -1.168 -3.068 4.289
O -2.085 -3.123 5.386
C -3.421 -3.110 5.203
O -3.951 -3.031 4.107
C -4.268 -3.318 6.482
F -4.868 -2.194 6.806
F -5.349 -4.109 6.323
F -3.481 -3.687 7.490
H 1.077 -2.849 4.391
H 0.352 -4.296 5.212
H 0.253 -2.788 5.837
H -1.338 -3.827 3.525
H -1.346 -2.062 3.908
```

Computed, not measured: the molecule C4H6N2O at a distorted geometry, with ωB97M-V/def2-TZVPD.

Results
**SMILES**: Nc1c[nH]c(O)c1
**Kohn-Sham gap**: 8.33 eV
**Multiplicity**: 1
**HOMO**: -7.5 eV
**Strongest force on any atom**: 0.024 Eh/bohr

Geometry as XYZ:
```
13
C4H6N2O, DFT ωB97M-V/def2-TZVPD
N 0.098 -1.020 -2.057
C -0.102 -0.316 -0.847
C -0.229 1.048 -0.724
N -0.387 1.345 0.619
C -0.340 0.184 1.318
O -0.124 0.203 2.666
C -0.175 -0.873 0.463
H 0.924 -0.653 -2.535
H 0.170 -2.035 -1.894
H -0.193 1.829 -1.462
H -0.384 2.255 1.052
H 0.821 -0.053 2.638
H -0.080 -1.914 0.763
```

no.,E_LUMO (eV)
1,1.4
2,-7.8
3,0.8